Entry 1:
Here is a structure of composition C32H44BrN3P2SZr from OMol25. Energies are from ωB97M-V/def2-TZVPD.

The geometry in ORCA input format:
```
! RIJCOSX wB97M-V def2-TZVPD def2/J DEFGRID3
* xyz 4 1
C 3.24 4.57 -0.91
C 2.18 3.84 -1.47
C 2.08 3.77 -2.86
C 3.07 4.38 -3.64
N 4.10 5.03 -3.11
C 4.17 5.15 -1.79
C 1.14 3.18 -0.67
C -0.02 3.43 -0.28
C -1.14 2.96 0.47
C -0.87 2.23 1.65
C -1.93 1.48 2.25
C -2.88 1.13 1.22
C -3.38 2.11 0.37
C -2.46 3.06 -0.04
Zr -1.64 -0.56 1.42
P 1.18 -0.54 0.14
H 1.23 3.30 -3.35
H 3.33 4.75 0.16
H 3.03 4.32 -4.73
H 5.03 5.72 -1.41
H -2.68 3.78 -0.84
H 0.13 2.33 2.07
H -4.42 2.16 0.06
H -2.08 1.39 3.33
C 2.12 -2.16 0.23
C 3.35 -2.41 -0.65
H 1.38 -2.94 0.00
H 2.41 -2.29 1.29
H 3.71 -3.43 -0.47
H 3.12 -2.34 -1.73
H 4.19 -1.73 -0.42
C 1.39 0.00 -1.63
C 2.76 0.46 -2.13
H 0.70 0.85 -1.72
H 1.01 -0.81 -2.26
H 2.69 0.66 -3.21
H 3.07 1.40 -1.67
H 3.55 -0.28 -2.00
C 2.31 0.63 1.01
C 3.82 0.42 0.99
H 1.97 0.62 2.06
H 2.05 1.62 0.61
H 4.30 1.22 1.57
H 4.13 -0.53 1.45
H 4.26 0.46 -0.01
Br -3.41 -2.11 2.46
P -2.01 -1.98 -1.56
C -0.85 -2.68 -2.82
C -1.19 -4.02 -3.45
H 0.11 -2.76 -2.28
H -0.72 -1.91 -3.59
H -0.42 -4.25 -4.19
H -1.18 -4.84 -2.73
H -2.15 -4.02 -3.97
C -3.13 -3.36 -1.08
C -4.51 -3.43 -1.72
H -3.26 -3.27 0.02
H -2.57 -4.29 -1.26
H -5.12 -4.13 -1.13
H -5.06 -2.48 -1.72
H -4.47 -3.81 -2.75
C -3.04 -0.75 -2.47
C -3.38 -1.07 -3.93
H -2.47 0.19 -2.42
H -3.96 -0.60 -1.88
H -3.99 -0.25 -4.33
H -2.50 -1.14 -4.57
H -3.96 -1.99 -4.05
N -0.60 -2.73 2.29
C -0.39 -1.92 3.42
N -0.20 -0.62 3.18
C 0.01 0.08 4.38
C 0.32 1.44 4.49
C -0.11 2.11 5.64
C -0.62 1.38 6.72
C -0.71 -0.02 6.67
C -0.38 -0.67 5.49
S -0.68 -2.36 5.05
H -1.21 -3.53 2.46
H 0.21 -3.06 1.77
H 0.89 1.92 3.69
H -0.04 3.20 5.69
H -0.95 1.91 7.62
H -1.06 -0.60 7.50
*
```

The relative energy (zero: lowest compared OMol25 entry of this formula, charge and spin) is 20.5 kcal/mol. As for the HOMO-LUMO gap (alpha / beta): 3.15 / 3.21 eV. The HOMO energy (alpha / beta) is -19.28 / -19.30 eV.

Mulliken analysis output, partial charges in e: -0.2791, -0.1109, -0.2014, -0.4504, -0.3891, -0.4819, -0.9802, 1.3924, 0.0452, 0.2670, -0.7545, 0.6006, -0.8657, -0.3350, 0.4842, 1.3263, 0.4882, 0.4804, 0.4128, 0.4187, 0.5689, 0.4945, 0.5658, 0.7207, -0.9407, -1.6367, 0.5300, 0.7242, 0.4719, 0.3323, 0.3163, 0.0631, -1.4863, 0.2380, 0.2227, 0.4749, 0.1381, 0.3178, 0.6310, -1.7203, 0.0678, -0.5391, 0.4465, 0.4088, 0.2922, -0.3734, 1.1829, -0.6154, -1.4751, 0.2846, 0.5204, 0.4244, 0.3644, 0.3245, -0.2850, -1.3536, 0.1179, 0.4517, 0.4342, 0.2913, 0.2739, -0.6944, -1.2894, 0.3961, 0.4544, 0.4196, 0.3328, 0.2460, -0.4277, 0.2385, 0.4440, -0.1588, -0.1499, -0.6867, -0.7590, -0.3607, 0.0438, -0.0497, 0.3692, 0.2148, 0.6660, 0.4852, 0.4534, 0.4749



Entry 2:
Here is a structure of composition C35H42AlAsN4O5S3 from OMol25. Energies are from ωB97M-V/def2-TZVPD.

The geometry in ORCA input format:
```
! RIJCOSX wB97M-V def2-TZVPD def2/J DEFGRID3
* xyz 0 1
Al -0.26 0.25 -0.05
S -0.06 -1.76 -1.25
C 0.98 -2.77 -0.26
C 0.73 -4.14 -0.20
C 1.64 -4.99 0.39
C 2.80 -4.49 0.95
C 3.04 -3.12 0.93
C 2.13 -2.25 0.35
As 2.39 -0.35 0.16
C 3.63 -0.49 -1.38
C 3.06 -0.69 -2.63
C 3.84 -0.69 -3.77
C 5.20 -0.50 -3.68
C 5.79 -0.36 -2.44
C 5.01 -0.36 -1.29
C 3.64 0.11 1.59
C 3.61 -0.45 2.86
C 4.41 0.06 3.87
C 5.25 1.13 3.63
C 5.27 1.72 2.37
C 4.45 1.23 1.37
H -0.17 -4.52 -0.67
H 1.45 -6.05 0.39
H 3.54 -5.15 1.38
H 3.96 -2.72 1.35
H 1.99 -0.86 -2.71
H 3.37 -0.84 -4.74
H 5.81 -0.47 -4.57
H 6.86 -0.23 -2.35
H 5.49 -0.27 -0.32
H 2.94 -1.28 3.06
H 4.38 -0.39 4.86
H 5.89 1.51 4.41
H 5.91 2.56 2.18
H 4.44 1.70 0.40
C -4.99 -0.62 0.37
C -4.08 -1.49 -0.49
N -2.82 -1.67 0.19
C -2.49 -1.04 1.33
N -1.22 -0.75 1.56
C -0.89 -0.50 2.95
C -1.94 0.40 3.60
C -3.28 -0.32 3.55
N -3.48 -0.91 2.24
C -4.85 -1.12 1.80
H -6.02 -0.68 0.04
H -4.65 0.41 0.30
H -3.90 -1.00 -1.45
H -4.52 -2.48 -0.67
H -2.01 -1.75 -0.43
H 0.10 -0.05 2.99
H -0.86 -1.46 3.48
H -2.02 1.32 3.01
H -1.68 0.65 4.63
H -4.09 0.39 3.75
H -3.33 -1.11 4.31
H -5.52 -0.58 2.47
H -5.09 -2.19 1.86
C 1.54 3.53 -5.26
C 1.22 2.73 -4.05
C 1.93 2.89 -2.86
C 1.60 2.12 -1.76
N 0.63 1.22 -1.78
C -0.06 1.05 -2.91
C 0.20 1.78 -4.05
H 2.54 3.95 -5.20
H 0.84 4.36 -5.36
H 1.46 2.91 -6.15
H 2.73 3.61 -2.80
H 2.13 2.23 -0.82
H -0.83 0.30 -2.88
H -0.39 1.60 -4.94
O -3.55 2.33 -0.68
S -2.16 2.18 -0.36
O -1.25 3.02 -1.09
O -1.80 0.72 -0.67
O -1.98 2.37 1.12
O 0.39 1.54 1.00
S -0.13 2.60 1.99
C 1.53 2.89 2.83
C 2.26 3.98 2.06
C 1.17 5.00 1.74
C 0.01 4.21 1.15
H 2.09 1.96 2.88
H 1.28 3.22 3.83
H 2.66 3.57 1.14
H 3.08 4.42 2.63
H 1.50 5.77 1.04
H 0.86 5.49 2.66
H 0.14 3.96 0.10
H -0.95 4.69 1.25
*
```

As for the HOMO-LUMO gap: 8.14 eV. The HOMO energy is -7.65 eV.

Mulliken analysis output, partial charges in e: 0.4368, -1.0066, 1.0254, -0.8208, -0.7787, -0.9194, -0.3589, -0.4541, 2.2228, 0.7760, -0.0748, -0.7739, -0.6803, -0.7876, -0.6473, 0.2767, -0.7481, -0.8497, -0.6783, -0.8958, -0.7587, 0.4984, 0.4010, 0.4423, 0.4321, 0.1097, 0.4740, 0.4029, 0.4249, 0.4110, 0.4406, 0.4420, 0.4115, 0.4589, 0.5524, -0.3995, -0.6066, 0.0246, 0.0970, 0.2787, -0.4765, -0.2226, -0.9458, 0.2135, -0.9222, 0.4615, 0.0412, 0.1534, 0.4981, -0.0204, -0.2401, 0.5039, 0.0994, 0.5032, 0.5262, 0.2925, 0.4759, 0.2740, -1.6526, 0.9401, -1.4728, 0.2246, 1.4166, -0.0981, -1.4953, 0.3952, 0.3108, 0.3971, 0.4217, 0.0662, 0.3357, 0.4637, -0.8786, 1.6451, -0.8037, -0.1872, -0.8623, 0.1015, 0.6132, -0.4348, 0.0745, -0.9935, -0.4428, -0.3688, 0.6020, -0.2161, 0.4972, 0.4236, 0.3431, 0.0664, 0.5524



Entry 3:
Here is a structure of composition C52H47BrGeN3O4SiV from OMol25. Energies are from ωB97M-V/def2-TZVPD.

The geometry in ORCA input format:
```
! RIJCOSX wB97M-V def2-TZVPD def2/J DEFGRID3
* xyz 2 1
V 0.03 -0.56 0.58
Br -1.65 -4.31 -7.31
C -2.20 -2.49 -7.06
C -3.55 -2.24 -7.00
C -3.96 -1.02 -6.64
C -2.99 -0.13 -6.30
C -1.63 -0.33 -6.41
C -1.22 -1.59 -6.73
N -3.41 1.20 -5.92
N -2.87 1.62 -4.85
C -2.39 0.70 -3.83
C -3.18 -0.32 -3.33
C -2.88 -1.06 -2.17
C -1.72 -0.72 -1.45
O -1.26 -1.42 -0.42
C -0.96 0.47 -1.88
N 0.05 0.68 -1.01
C 0.70 1.82 -1.31
C 0.33 2.69 -2.40
C -0.58 2.37 -3.34
C -1.26 1.19 -3.09
H -4.31 -2.98 -7.24
H -5.06 -0.78 -6.57
H -1.02 0.59 -6.24
H -0.17 -1.81 -6.83
H -4.04 -0.52 -4.00
H -3.46 -1.83 -1.76
H 1.56 2.07 -0.69
H 0.93 3.55 -2.51
H -0.59 3.02 -4.22
C 3.77 0.20 -0.81
C 4.29 -1.22 -0.48
C 5.32 -1.24 0.65
C 5.06 -1.82 -1.70
Si 2.91 -2.39 -0.16
O 1.54 -1.34 0.58
C 3.20 -3.74 1.08
C 2.16 -3.98 1.97
C 2.29 -4.82 3.08
C 3.50 -5.52 3.16
C 4.44 -5.44 2.19
C 4.34 -4.48 1.18
C 2.14 -3.01 -1.75
C 1.49 -2.21 -2.66
C 0.79 -2.68 -3.76
C 0.70 -4.06 -3.92
C 1.40 -4.97 -3.05
C 2.14 -4.37 -2.00
H 4.56 0.95 -0.71
H 3.08 0.53 -0.02
H 3.29 0.25 -1.76
H 6.37 -0.85 0.44
H 5.52 -2.20 1.07
H 4.89 -0.68 1.49
H 5.91 -1.13 -1.88
H 4.47 -1.98 -2.64
H 5.47 -2.77 -1.59
H 1.20 -3.40 1.90
H 1.42 -5.04 3.74
H 3.75 -6.16 4.06
H 5.43 -5.94 2.33
H 5.22 -4.35 0.57
H 1.28 -1.09 -2.51
H 0.18 -1.94 -4.28
H 0.03 -4.39 -4.71
H 1.38 -6.03 -3.20
H 2.75 -5.09 -1.47
O -0.70 -2.23 3.63
C -1.14 -1.16 3.39
O -0.73 -0.48 2.21
C -2.26 -0.54 4.17
C -3.06 0.56 3.39
Ge -2.02 2.19 3.07
C -2.24 3.26 4.74
C -3.49 3.66 5.27
C -3.63 4.53 6.34
C -2.50 5.04 6.92
C -1.25 4.70 6.43
C -1.13 3.84 5.34
C -0.07 1.99 3.15
C 0.62 2.50 2.04
C 2.01 2.63 1.96
C 2.76 2.15 2.98
C 2.15 1.58 4.10
C 0.77 1.56 4.25
C -2.53 3.04 1.42
C -2.85 2.39 0.23
C -3.28 3.10 -0.89
C -3.49 4.45 -0.80
C -3.18 5.13 0.43
C -2.70 4.40 1.50
H -1.92 -0.24 5.18
H -2.79 -1.51 4.36
H -4.01 0.94 3.91
H -3.52 0.01 2.50
H -4.35 3.22 4.80
H -4.61 4.76 6.72
H -2.59 5.58 7.85
H -0.42 5.15 6.91
H -0.14 3.70 4.98
H -0.04 3.04 1.33
H 2.44 3.04 1.05
H 3.86 2.14 2.95
H 2.68 1.15 4.93
H 0.30 1.20 5.15
H -2.74 1.36 0.22
H -3.50 2.58 -1.82
H -3.88 5.02 -1.63
H -3.37 6.24 0.48
H -2.40 4.89 2.41
*
```

The relative energy (zero: lowest compared OMol25 entry of this formula, charge and spin) is 40.1 kcal/mol. As for the HOMO-LUMO gap (alpha / beta): 3.76 / 3.78 eV. The HOMO energy (alpha / beta) is -12.99 / -12.99 eV.

Mulliken atomic charge list, values in e, 99 entries: 0.8492, -0.1518, 0.0440, -0.5088, -0.1415, -0.2908, 0.2297, -0.6924, -0.8074, -0.0381, 0.8793, -0.5542, -1.1407, 1.2086, -0.7617, 0.3041, 1.2272, -0.8330, -1.5965, -0.8083, 0.5991, 0.4345, 0.4413, 0.5248, 0.6824, 0.5143, 0.7062, 0.3661, 0.6136, 0.5387, -1.5294, 2.2025, -1.3900, -1.9573, 0.0477, 0.0448, 0.5408, -0.0404, -0.7999, -0.4104, -0.8212, -0.0682, 0.2370, 1.1613, -0.7201, -0.3860, -1.1920, -0.4450, 0.5114, -0.1754, 0.4470, 0.4177, 0.3537, 0.3207, 0.5246, 0.3040, 0.4606, -0.1596, 0.4033, 0.3221, 0.3287, 0.3223, -0.2753, 0.3918, 0.2934, 0.4852, 0.3774, -0.4531, 0.3398, 0.1029, -0.8332, -0.9071, 1.7497, -0.0679, -0.4406, -0.8768, -0.3820, -1.0115, -0.0296, 0.0495, -0.7545, -0.5557, -0.6567, -0.9532, -0.0271, -0.2976, -0.5083, -0.4596, -0.7542, -0.7313, -0.3575, 0.3069, 0.4379, 0.5647, 0.2993, 0.3115, 0.4363, 0.3813, 0.4519



Number 1: largest force on an atom 6.28 eV/A. Number 2: largest force on an atom 2.76 eV/A. Number 3: largest force on an atom 3.63 eV/A.